Below is 2 unconnected molecules or ions with the total composition C15H22FN2 in a non-equilibrium geometry, with properties calculated with wB97M-V/def2-TZVPD.

Results
Orbital gap, eV: 6.55
Total charge: +1
HOMO energy, eV: -11.359

Last column: natural (NBO) charge in e.
Geometry (Å):
C (-3.443, -1.409, 2.650)  -0.4061
C (-2.551, -0.599, 3.567)  -0.4114
C (-1.069, -0.757, 3.228)  -0.2414
N (-0.621, -2.139, 3.040)  -0.2520
C (0.687, -2.341, 2.940)  0.4985
C (1.698, -1.255, 2.814)  0.1250
C (3.024, -1.888, 3.239)  -0.4376
C (2.843, -3.398, 2.977)  -0.4051
C (1.334, -3.677, 2.752)  -0.5186
C (-1.531, -3.063, 2.325)  -0.2338
C (-3.014, -2.870, 2.627)  -0.4156
H (-4.479, -1.320, 2.990)  0.2421
H (-3.382, -0.997, 1.640)  0.2089
H (-2.767, 0.469, 3.491)  0.2444
H (-2.706, -0.865, 4.618)  0.2162
H (-0.878, -0.208, 2.284)  0.2272
H (-0.454, -0.290, 4.018)  0.2317
H (1.478, -0.320, 3.352)  0.2159
H (3.897, -1.503, 2.702)  0.2628
H (3.151, -1.688, 4.305)  0.2313
H (3.410, -3.602, 2.063)  0.2326
H (3.254, -4.047, 3.752)  0.2391
H (0.923, -4.458, 3.425)  0.2705
H (1.173, -4.043, 1.715)  0.2810
H (-1.377, -2.905, 1.238)  0.2263
H (-1.246, -4.104, 2.538)  0.2389
H (-3.258, -3.345, 3.583)  0.2181
H (-3.577, -3.409, 1.862)  0.2437
F (1.795, -0.912, 1.443)  -0.3336
N (1.398, 4.020, 0.659)  -0.4421
C (0.612, 3.902, -0.402)  0.0288
C (0.700, 4.809, -1.483)  -0.2482
C (1.633, 5.842, -1.440)  -0.1761
C (2.495, 5.892, -0.338)  -0.2437
C (2.349, 4.952, 0.701)  0.0290
H (-0.124, 3.088, -0.421)  0.1854
H (0.032, 4.658, -2.317)  0.2196
H (1.730, 6.558, -2.258)  0.2283
H (3.286, 6.622, -0.241)  0.2229
H (3.013, 4.982, 1.576)  0.1970

=====

Below is C15H22FN3O6 in the gas phase in a non-equilibrium geometry, with properties calculated with wB97M-V/def2-TZVPD.

Results
Orbital gap, eV: 9.33
Structure (SMILES): CCCCCOC(=O)Nc1nc(=O)n([C@H]2O[C@H](C)[C@@H](O)[C@@H]2O)cc1F
HOMO energy, eV: -9.198

Last column: natural (NBO) charge in e.
Geometry (Å):
C (-1.630, 7.827, 0.393)  -0.5993
C (-0.742, 6.609, 0.168)  -0.3953
C (-1.539, 5.310, 0.274)  -0.3914
C (-0.673, 4.057, 0.157)  -0.4144
C (-0.068, 3.889, -1.233)  -0.0734
H (0.722, 4.619, -1.434)  0.2092
H (-0.844, 3.977, -2.001)  0.1836
O (0.481, 2.571, -1.325)  -0.4752
C (1.667, 2.430, -1.867)  0.9088
O (2.355, 3.285, -2.358)  -0.6165
N (2.111, 1.104, -1.846)  -0.6175
C (1.548, 0.015, -1.253)  0.4155
N (0.443, 0.101, -0.573)  -0.5214
C (-0.134, -0.949, 0.040)  0.7748
O (-1.157, -0.853, 0.680)  -0.6688
N (0.499, -2.223, -0.099)  -0.4145
C (1.653, -2.332, -0.785)  0.0491
C (2.205, -1.247, -1.381)  0.2241
F (3.358, -1.349, -2.080)  -0.3172
H (2.118, -3.306, -0.846)  0.2316
C (-0.020, -3.410, 0.600)  0.2459
O (0.229, -3.339, 1.961)  -0.5161
C (-0.953, -3.005, 2.690)  0.0759
C (-0.931, -3.734, 4.023)  -0.6199
H (-1.831, -3.494, 4.581)  0.2193
H (-0.060, -3.427, 4.596)  0.2170
H (-0.879, -4.808, 3.860)  0.2085
C (-2.150, -3.393, 1.791)  0.0573
O (-3.173, -2.452, 1.789)  -0.7191
H (-2.793, -1.609, 1.489)  0.5004
C (-1.527, -3.629, 0.390)  0.0522
O (-1.694, -4.938, -0.094)  -0.7165
H (-2.638, -5.121, -0.167)  0.4780
H (-1.937, -2.904, -0.325)  0.1908
H (-2.597, -4.330, 2.142)  0.1842
H (-0.980, -1.919, 2.857)  0.1925
H (0.524, -4.272, 0.193)  0.2008
H (2.999, 0.962, -2.314)  0.4308
H (0.129, 4.090, 0.896)  0.2021
H (-1.276, 3.170, 0.358)  0.2237
H (-2.308, 5.293, -0.501)  0.1946
H (-2.045, 5.288, 1.242)  0.2062
H (0.057, 6.602, 0.912)  0.1954
H (-0.280, 6.680, -0.818)  0.1934
H (-2.086, 7.791, 1.379)  0.2009
H (-2.425, 7.861, -0.350)  0.2009
H (-1.050, 8.744, 0.316)  0.2091

=====

Below is C15H22FNO2 in the gas phase, with properties calculated with wB97M-V/def2-TZVPD.

Results
Orbital gap, eV: 9.36
Structure (SMILES): CC1CCN(C[C@@H](O)COc2cccc(F)c2)CC1
HOMO energy, eV: -8.530

Last column: natural (NBO) charge in e.
Geometry (Å):
C (2.759, 1.420, -3.083)  -0.5966
H (2.398, 2.350, -3.514)  0.2081
H (3.805, 1.296, -3.356)  0.2059
C (2.599, 1.436, -1.566)  -0.2147
C (1.138, 1.616, -1.160)  -0.4032
C (1.001, 1.575, 0.358)  -0.2328
N (1.488, 0.304, 0.874)  -0.4620
C (2.900, 0.151, 0.572)  -0.2079
C (3.110, 0.139, -0.939)  -0.4011
H (4.171, 0.003, -1.156)  0.2072
H (2.563, -0.704, -1.364)  0.2013
H (3.244, -0.796, 0.996)  0.1961
H (3.500, 0.965, 1.019)  0.1593
C (1.182, 0.126, 2.280)  -0.2293
H (1.881, -0.600, 2.702)  0.2039
C (-0.236, -0.424, 2.503)  0.0746
O (-1.181, 0.592, 2.262)  -0.7232
H (-2.064, 0.218, 2.367)  0.4799
C (-0.457, -1.656, 1.601)  -0.1049
O (-1.809, -2.074, 1.578)  -0.5001
C (-2.646, -1.618, 0.607)  0.3135
C (-2.333, -0.637, -0.327)  -0.3419
C (-3.291, -0.285, -1.260)  0.4149
C (-4.547, -0.856, -1.300)  -0.3237
C (-4.849, -1.823, -0.355)  -0.1693
C (-3.915, -2.204, 0.586)  -0.2850
H (-4.140, -2.959, 1.322)  0.2252
H (-5.823, -2.287, -0.357)  0.2179
H (-5.261, -0.546, -2.046)  0.2290
F (-2.973, 0.666, -2.166)  -0.3266
H (-1.385, -0.125, -0.337)  0.2345
H (-0.081, -1.443, 0.598)  0.2073
H (0.103, -2.499, 2.016)  0.1948
H (-0.318, -0.741, 3.556)  0.1621
H (1.276, 1.066, 2.847)  0.1906
H (-0.043, 1.684, 0.651)  0.2322
H (1.566, 2.417, 0.799)  0.1595
H (0.752, 2.566, -1.532)  0.2113
H (0.544, 0.813, -1.602)  0.1990
H (3.181, 2.272, -1.160)  0.1916
H (2.192, 0.599, -3.516)  0.2024

=====

Calculated relative energy (zero: lowest compared OMol25 entry of this formula, charge and spin) (kcal per mole), listed in the same order as above: 0.0; 3.4; 0.0
Calculated lowest unoccupied orbital energy (Eh), listed in the same order as above: -0.1766; 0.0049; 0.0304